[1]
{"formula": "C52H108F6N4O4", "method": "wB97M-V/def2-TZVPD", "e_lumo_ev": -3.99, "charge": 2, "de_lowest_kj_mol": 4396.06, "molar_mass_g_mol": 967.45, "elements": ["C", "C", "C", "C", "N", "C", "C", "C", "C", "C", "C", "C", "H", "H", "H", "H", "H", "H", "H", "H", "H", "H", "H", "H", "H", "H", "H", "H", "H", "H", "H", "H", "H", "H", "H", "H", "C", "C", "C", "C", "N", "C", "C", "C", "C", "C", "C", "C", "H", "H", "H", "H", "H", "H", "H", "H", "H", "H", "H", "H", "H", "H", "H", "H", "H", "H", "H", "H", "H", "H", "H", "H", "C", "C", "C", "C", "N", "C", "C", "C", "C", "C", "C", "C", "H", "H", "H", "H", "H", "H", "H", "H", "H", "H", "H", "H", "H", "H", "H", "H", "H", "H", "H", "H", "H", "H", "H", "H", "C", "C", "C", "C", "N", "C", "C", "C", "C", "C", "C", "C", "H", "H", "H", "H", "H", "H", "H", "H", "H", "H", "H", "H", "H", "H", "H", "H", "H", "H", "H", "H", "H", "H", "H", "H", "C", "O", "O", "C", "F", "F", "F", "C", "C", "H", "H", "H", "H", "H", "H", "C", "O", "O", "C", "F", "F", "F", "C", "C", "H", "H", "H", "H", "H", "H"], "coordinates": [[-5.11444, 22.51432, 13.05750], [-4.18799, 21.59323, 13.90493], [-5.04979, 20.63576, 14.65742], [-4.10405, 19.63328, 15.43068], [-4.85228, 18.52938, 16.31865], [-5.84469, 17.65987, 15.47607], [-4.98851, 16.62844, 14.75600], [-3.68366, 16.38349, 15.61181], [-3.90355, 17.33684, 16.80555], [-5.56706, 19.21754, 17.48346], [-4.83636, 20.19379, 18.54720], [-5.74508, 20.60801, 19.68792], [-4.51499, 23.35440, 12.70676], [-5.86833, 22.91995, 13.73220], [-5.67815, 22.05094, 12.24780], [-3.50582, 22.16184, 14.53695], [-3.54863, 21.03780, 13.21878], [-5.62937, 20.14799, 13.87367], [-5.76336, 21.09589, 15.34094], [-3.40846, 20.04224, 16.16349], [-3.47512, 19.09545, 14.72125], [-6.57126, 17.18975, 16.13878], [-6.42151, 18.33281, 14.84161], [-5.67802, 15.78436, 14.77040], [-4.75813, 16.79697, 13.70404], [-3.69262, 15.36344, 15.99590], [-2.75280, 16.54266, 15.06751], [-4.31481, 16.87403, 17.70263], [-2.96332, 17.74219, 17.17939], [-5.97204, 18.31825, 17.94753], [-6.43560, 19.76642, 17.11950], [-4.44289, 21.06573, 18.02469], [-4.01319, 19.63232, 18.98906], [-5.25480, 21.16935, 20.48330], [-6.21897, 19.73278, 20.13234], [-6.52821, 21.22932, 19.25343], [-6.50061, 15.12516, 23.36821], [-6.11483, 14.45339, 22.01626], [-4.73225, 14.85931, 21.46398], [-4.58283, 16.32899, 21.06107], [-3.17236, 16.73179, 20.46545], [-2.19826, 17.07290, 21.64832], [-2.09536, 18.65164, 21.77157], [-3.13137, 19.13701, 20.79346], [-3.18699, 18.10389, 19.69998], [-2.66015, 15.70048, 19.48754], [-3.53206, 15.48180, 18.16753], [-2.94945, 14.38379, 17.19990], [-6.64699, 16.17666, 23.12118], [-5.72659, 14.96494, 24.11876], [-7.39012, 14.77935, 23.89479], [-6.92176, 14.66435, 21.31450], [-6.09837, 13.37500, 22.17405], [-4.54299, 14.14032, 20.66690], [-4.13096, 14.74014, 22.36528], [-4.84600, 16.96370, 21.90723], [-5.24044, 16.50524, 20.20983], [-1.25108, 16.62148, 21.35310], [-2.57730, 16.46378, 22.46893], [-1.10306, 18.96361, 21.44581], [-2.40305, 18.98654, 22.76216], [-2.84704, 20.13314, 20.45438], [-4.07726, 19.29027, 21.31298], [-2.32874, 18.17768, 19.03210], [-4.08250, 18.21232, 19.08810], [-2.48498, 14.78023, 20.04483], [-1.70254, 16.06912, 19.11987], [-3.76203, 16.43659, 17.69468], [-4.46606, 15.00750, 18.46885], [-2.92589, 13.39147, 17.65028], [-1.96930, 14.62534, 16.78874], [-3.62001, 14.22669, 16.35505], [-9.95515, 14.26185, 14.60350], [-9.36659, 12.79532, 14.62283], [-7.83176, 12.81707, 14.38604], [-6.96103, 13.25398, 15.62900], [-5.43255, 12.77231, 15.52126], [-4.54991, 12.98055, 16.78554], [-4.64408, 11.70465, 17.56686], [-4.62085, 10.67643, 16.42907], [-5.43083, 11.23813, 15.33639], [-4.80666, 13.42924, 14.26215], [-4.86006, 14.98575, 14.20565], [-3.95693, 15.53944, 13.03964], [-9.88209, 14.74159, 13.62748], [-9.53951, 14.93778, 15.35080], [-11.04482, 14.24982, 14.62752], [-9.86120, 12.30011, 13.78722], [-9.55156, 12.40488, 15.62355], [-7.60382, 13.50170, 13.56908], [-7.68981, 11.82460, 13.95832], [-7.27755, 12.64064, 16.47265], [-7.03796, 14.29919, 15.92853], [-3.58041, 13.37578, 16.48226], [-5.07291, 13.78243, 17.30665], [-3.89226, 11.60161, 18.34932], [-5.63625, 11.56581, 17.99631], [-3.57665, 10.44471, 16.21916], [-5.28878, 9.88435, 16.76756], [-5.17764, 10.96085, 14.31310], [-6.44245, 10.86277, 15.49077], [-5.21576, 13.07609, 13.31556], [-3.79318, 13.04411, 14.37456], [-4.68578, 15.37101, 15.21029], [-5.87181, 15.37384, 14.08792], [-4.04581, 14.98728, 12.10406], [-2.91193, 15.67903, 13.31640], [-4.34578, 16.54404, 12.87330], [-7.13464, 10.77446, 19.11037], [-7.88376, 11.84188, 19.88989], [-8.43597, 11.35708, 21.23356], [-7.36421, 11.09446, 22.34053], [-8.00385, 10.53021, 23.63735], [-7.02818, 10.46426, 24.79722], [-7.35115, 9.08739, 25.49905], [-8.56638, 8.49358, 24.81154], [-8.57501, 9.11325, 23.45980], [-9.24097, 11.42836, 24.09446], [-8.81746, 12.85661, 24.50522], [-10.12048, 13.65900, 24.80437], [-6.17607, 10.57918, 19.59112], [-6.93874, 11.29620, 18.17362], [-7.60738, 9.82006, 18.87852], [-8.73173, 12.25850, 19.34631], [-7.21617, 12.69882, 19.97982], [-8.97432, 10.42092, 21.08558], [-9.07244, 12.17461, 21.57218], [-6.79998, 11.97843, 22.63777], [-6.61085, 10.45033, 21.88703], [-7.22441, 11.39207, 25.33459], [-6.00291, 10.47467, 24.42735], [-7.60503, 9.23977, 26.54806], [-6.50323, 8.41812, 25.35343], [-9.46048, 8.74232, 25.38322], [-8.36808, 7.42572, 24.90355], [-9.46728, 9.14176, 22.83438], [-7.80982, 8.68403, 22.81301], [-9.90553, 10.86465, 24.74921], [-9.96920, 11.45599, 23.28390], [-8.14988, 13.39191, 23.83002], [-8.37207, 12.86898, 25.49999], [-10.98723, 13.19451, 25.27458], [-10.61329, 14.10009, 23.93796], [-9.93918, 14.51345, 25.45640], [-10.52665, 15.31553, 20.60195], [-11.02033, 14.95993, 19.39032], [-11.37522, 16.34858, 21.12119], [-10.39085, 14.00217, 21.47466], [-9.64324, 14.16539, 22.60219], [-11.60039, 13.54604, 21.91134], [-9.92611, 12.97360, 20.81344], [-10.46175, 15.22999, 18.17482], [-9.39721, 14.20529, 17.76231], [-9.64038, 13.29618, 18.31230], [-9.36637, 13.88565, 16.72069], [-8.40460, 14.48011, 18.11910], [-10.18303, 16.26451, 17.97434], [-11.35049, 15.06321, 17.56619], [-9.51841, 15.70484, 20.46057], [-6.58563, 15.29008, 17.79644], [-6.35557, 16.20902, 18.81114], [-5.74418, 15.66851, 16.72575], [-6.45671, 13.84966, 18.53265], [-7.05647, 12.90533, 17.77790], [-5.21451, 13.34429, 18.82530], [-7.14858, 13.77247, 19.61538], [-7.42302, 17.00177, 19.27968], [-6.92260, 17.56625, 20.51230], [-5.99130, 18.12888, 20.44718], [-7.63865, 18.17777, 21.06131], [-6.64227, 16.72324, 21.14384], [-8.17394, 16.35688, 19.73614], [-7.72736, 17.80406, 18.60752], [-7.59781, 15.35982, 17.39802]], "lowdin_charge": [-0.09, -0.27, -0.20, -0.04, -0.11, -0.03, -0.33, -0.08, -0.10, -0.07, -0.20, -0.08, 0.08, 0.07, 0.08, 0.12, 0.11, 0.11, 0.11, 0.12, 0.12, 0.12, 0.12, 0.02, 0.06, 0.05, 0.15, 0.06, 0.14, 0.09, 0.13, 0.12, 0.02, 0.09, 0.04, 0.09, -0.05, -0.22, -0.13, -0.10, -0.14, -0.03, -0.10, -0.19, -0.10, -0.05, -0.11, -0.08, 0.07, 0.09, 0.05, 0.09, 0.08, 0.10, 0.12, 0.14, 0.07, 0.12, 0.12, 0.13, 0.13, 0.14, 0.12, 0.15, 0.08, 0.13, 0.13, -0.10, 0.09, 0.12, 0.14, 0.03, -0.10, -0.20, -0.16, -0.03, -0.07, -0.18, -0.14, -0.12, -0.10, -0.04, -0.31, 0.03, 0.07, 0.05, 0.08, 0.11, 0.10, 0.10, 0.11, 0.08, 0.11, 0.00, 0.09, 0.15, 0.04, 0.13, 0.12, 0.14, 0.13, 0.13, 0.14, 0.02, 0.15, 0.11, 0.11, 0.08, -0.06, -0.20, -0.13, -0.07, -0.18, -0.06, -0.12, -0.17, -0.10, -0.06, -0.20, -0.07, 0.09, 0.04, 0.10, 0.09, -0.04, 0.12, 0.05, 0.09, 0.12, 0.10, 0.13, 0.12, 0.12, 0.12, 0.13, 0.14, 0.14, 0.14, 0.12, 0.06, 0.10, 0.09, 0.06, 0.09, -0.47, -0.07, -0.24, -0.48, 0.03, 0.14, 0.08, -0.23, -0.06, 0.09, 0.03, 0.02, 0.13, 0.13, 0.10, -0.30, -0.11, -0.27, -0.45, -0.03, 0.01, 0.16, -0.21, -0.09, 0.05, 0.14, 0.05, 0.10, 0.14, 0.13]}

***

[2]
{"formula": "C17H48BBrO17P4", "method": "wB97M-V/def2-TZVPD", "e_lumo_ev": -3.17, "charge": 0, "molar_mass_g_mol": 739.17, "elements": ["C", "O", "P", "O", "O", "C", "O", "C", "H", "H", "H", "H", "H", "H", "H", "H", "H", "C", "O", "P", "O", "O", "C", "O", "C", "H", "H", "H", "H", "H", "H", "H", "H", "H", "C", "O", "P", "O", "O", "C", "O", "C", "H", "H", "H", "H", "H", "H", "H", "H", "H", "C", "O", "P", "O", "O", "C", "O", "C", "H", "H", "H", "H", "H", "H", "H", "H", "H", "C", "C", "O", "C", "C", "B", "C", "Br", "H", "H", "H", "H", "H", "H", "H", "H", "H", "H", "H", "H"], "coordinates": [[-0.83792, -1.09338, 4.17029], [0.06886, -2.18998, 4.21901], [-0.48903, -3.69738, 4.85866], [-1.87530, -3.49964, 4.23515], [-0.47260, -3.05185, 6.38225], [0.73471, -2.47094, 6.83692], [-1.04692, -5.20494, 5.49823], [-0.06653, -5.95188, 6.19062], [-0.25375, -0.17987, 4.04744], [-1.50152, -1.19786, 3.30870], [-1.41662, -1.01713, 5.09356], [0.63882, -1.38330, 6.80594], [1.58923, -2.77762, 6.22498], [0.91040, -2.77753, 7.87019], [0.17146, -5.47369, 7.14361], [0.83541, -6.04293, 5.58234], [-0.46401, -6.95154, 6.39064], [-1.12169, 1.44527, -6.58009], [-1.34188, 2.71815, -5.98140], [-1.93313, 2.77740, -4.35672], [-1.09852, 1.55402, -3.96129], [-3.42115, 2.28232, -4.88491], [-4.03820, 3.03543, -5.91148], [-2.52431, 2.83674, -2.73191], [-3.38107, 3.92644, -2.45448], [-1.06269, 1.58803, -7.66036], [-0.17194, 1.03096, -6.23375], [-1.94245, 0.75822, -6.36225], [-3.96032, 2.48451, -6.85144], [-3.57419, 4.02019, -6.02834], [-5.09491, 3.16786, -5.66993], [-4.34456, 3.78700, -2.95021], [-2.92150, 4.85956, -2.78598], [-3.54754, 3.97521, -1.37409], [10.52279, -2.17013, -1.09700], [9.97032, -3.13902, -0.21202], [8.66028, -2.66951, 0.81561], [8.06426, -1.77600, -0.27800], [9.70880, -1.78416, 1.74030], [10.84325, -2.44718, 2.26488], [7.35009, -2.20010, 1.84325], [7.33351, -2.83463, 3.10641], [11.50206, -2.52870, -1.41840], [9.88614, -2.06639, -1.97878], [10.64924, -1.20609, -0.59922], [11.72399, -2.15203, 1.69016], [10.73227, -3.53570, 2.22576], [10.98504, -2.14239, 3.30388], [8.14569, -2.45626, 3.73147], [7.42734, -3.91550, 2.98513], [6.38144, -2.61238, 3.59782], [-10.09931, 4.35051, -3.80239], [-9.75373, 4.70676, -2.46792], [-8.28076, 4.09073, -1.80194], [-7.56376, 4.22332, -3.15025], [-8.96597, 2.58885, -1.68722], [-10.18684, 2.47565, -0.98123], [-6.80767, 3.47479, -1.13589], [-6.85247, 3.20916, 0.25188], [-11.16328, 4.55112, -3.93863], [-9.53811, 4.96674, -4.50875], [-9.91656, 3.28984, -3.98873], [-11.00196, 2.35772, -1.69870], [-10.37786, 3.35381, -0.35588], [-10.14943, 1.58881, -0.34512], [-7.47426, 2.33309, 0.45034], [-7.24500, 4.07551, 0.78774], [-5.83650, 3.00351, 0.60236], [4.19831, -1.50866, -0.37626], [4.10743, -0.06477, 0.41080], [2.75467, 0.50558, 0.49611], [2.31710, 1.11188, -0.77026], [0.91057, 0.38024, -1.21899], [-0.02446, -0.13202, 0.03789], [-0.41221, -1.75804, 0.07184], [-0.77488, 1.00327, 1.50973], [3.19775, -1.79645, -0.91682], [5.13402, -1.45850, -1.11335], [4.46331, -2.39399, 0.37907], [4.44221, -0.28906, 1.53482], [4.92401, 0.65414, -0.02482], [3.06769, 1.00507, -1.66143], [2.06335, 2.27039, -0.67373], [1.23299, -0.54201, -1.90495], [0.22214, 1.05475, -1.90550], [0.58592, -2.32183, -0.17641], [-0.92320, -2.09273, 1.07003], [-1.20443, -1.91693, -0.79859]], "lowdin_charge": [-0.18, -0.34, 0.78, -0.26, -0.27, -0.14, -0.25, -0.16, 0.05, 0.05, 0.09, 0.09, 0.08, 0.09, 0.08, 0.08, 0.09, -0.14, -0.34, 0.79, -0.28, -0.26, -0.13, -0.24, -0.15, 0.09, 0.08, 0.09, 0.09, 0.09, 0.09, 0.08, 0.08, 0.09, -0.14, -0.34, 0.79, -0.27, -0.27, -0.13, -0.26, -0.16, 0.09, 0.08, 0.09, 0.09, 0.09, 0.09, 0.08, 0.08, 0.09, -0.14, -0.34, 0.79, -0.28, -0.26, -0.13, -0.26, -0.15, 0.09, 0.08, 0.09, 0.09, 0.09, 0.09, 0.08, 0.08, 0.09, -0.10, -0.24, -0.23, -0.21, -0.16, -0.69, -0.12, 0.67, 0.07, 0.08, 0.08, 0.13, 0.13, 0.13, 0.14, 0.12, 0.10, 0.07, 0.06, 0.09]}